2 unconnected molecules or ions with the total composition C3H11NOP, computed with ωB97M-V with the def2-TZVPD basis set.

XYZ file:
```
17
Properties=species:S:1:pos:R:3:forces:R:3
C -1.0776 0.7509 1.1238 -0.12 1.01 0.25
C -1.3737 -0.9136 -0.6176 -0.39 -0.22 -1.02
C 0.6206 -0.9129 0.7289 0.50 -0.31 0.19
N -0.7907 -0.6404 0.7126 -0.36 -0.26 0.33
O 1.0690 0.9905 -1.1659 -1.53 -0.52 0.61
P 2.3592 1.4667 -1.7020 1.03 0.49 -0.53
H -0.6186 0.9624 2.0884 0.00 -0.17 -0.03
H -0.6584 1.4225 0.3758 0.02 -0.17 0.01
H -2.1523 0.9080 1.1973 0.03 -0.18 -0.04
H -0.8535 -0.3102 -1.3575 0.06 0.07 0.16
H -1.2554 -1.9640 -0.8746 0.06 -0.03 0.17
H -2.4326 -0.6634 -0.6224 0.04 0.00 0.18
H 1.2069 -0.4722 1.5093 0.00 0.24 0.17
H 0.9690 -1.7805 0.2049 -0.08 -0.14 -0.24
H -1.2718 -1.2642 1.3833 0.23 0.18 -0.16
H 3.0867 0.4225 -2.2978 0.26 0.00 -0.05
H 3.1731 1.9981 -0.6865 0.26 0.03 -0.02
```
Forces are in eV/Å.

## Properties
* energy relative to the best compared isomer or geometry (same formula, charge and spin): 4.600 eV
* gap between HOMO and LUMO (spin up / spin down): 8.789 / 8.153 eV
* HOMO energy (spin up / spin down): -13.643 / -12.609 eV
* charge: +1

Here are the natural (NBO) charges for atoms 1 to 5, given in e:
1 C -0.4260
2 C -0.4284
3 C -0.0756
4 N -0.3961
5 O -1.0348

---

A molecular structure, C57H76AsF6N9, computed with ωB97M-V with the def2-TZVPD basis set.

XYZ file:
```
149
Properties=species:S:1:pos:R:3:forces:R:3
C -5.6190 6.5269 1.4779 0.19 0.71 0.25
N -5.7899 6.4214 0.0005 0.81 0.94 1.84
C -5.2433 7.3676 -0.7715 -0.48 0.23 0.81
C -5.6438 7.4404 -2.0617 0.36 -0.35 -2.26
C -6.4621 6.4485 -2.6540 -0.12 0.28 0.86
C -6.9296 5.4436 -1.7976 0.32 -0.26 0.46
C -6.5790 5.4775 -0.4544 -0.52 -0.53 -0.84
C -6.7448 6.4298 -4.1226 -0.68 -1.48 0.17
C -5.6964 6.2788 -4.9977 0.71 -0.01 -0.33
C -5.9372 6.0684 -6.3383 -1.32 -0.57 -0.68
N -7.2134 5.9097 -6.7957 0.63 1.07 -0.22
C -8.2493 5.8677 -5.9327 0.14 1.01 -0.29
C -8.0310 6.1507 -4.6169 0.59 0.38 1.72
C -7.5201 5.9447 -8.2726 -0.59 -1.33 -0.17
H -5.2154 7.4759 1.8307 0.14 0.40 -0.94
H -4.8782 5.8190 1.8495 -0.83 -0.64 -0.06
H -6.6278 6.5853 1.8866 0.21 -0.94 0.33
H -4.6145 8.0312 -0.1964 0.17 0.44 -0.65
H -5.2285 8.1692 -2.7420 0.03 0.45 0.23
H -7.4775 4.5549 -2.0740 -0.28 0.25 -0.57
H -6.8621 4.7504 0.2923 -0.30 -0.11 -0.24
H -4.6799 6.2303 -4.6361 0.08 0.42 -0.14
H -5.1770 5.9117 -7.0893 0.16 0.36 -0.01
H -9.2647 5.7905 -6.2926 0.04 -0.30 -0.46
H -8.8209 6.1807 -3.8810 -0.48 -0.05 -0.38
H -8.2661 6.6971 -8.5286 0.26 0.34 0.42
H -8.0029 4.9843 -8.4536 0.03 -0.06 -0.30
H -6.6527 6.0169 -8.9287 0.18 0.18 0.52
C -3.0041 -0.3982 5.2062 0.03 -0.54 -0.45
N -2.7344 0.3100 6.4402 -0.19 -0.20 1.30
C -1.4587 0.3445 6.8391 0.61 1.95 1.78
C -1.1392 1.0277 8.0303 -1.13 0.59 -0.47
C -2.1627 1.6540 8.7996 2.06 -0.07 -0.48
C -3.4843 1.4602 8.4218 -0.68 -1.51 -1.39
C -3.7585 0.7502 7.2278 1.54 -0.10 0.88
C -1.7986 2.5069 10.0018 -2.03 0.08 -0.08
C -0.9168 3.5986 9.9625 -0.13 -1.51 0.29
C -0.7838 4.3744 11.1149 1.43 0.29 -2.51
N -1.5624 4.1851 12.1278 -0.98 -0.48 1.03
C -2.4318 3.1833 12.1858 -1.30 -1.20 -0.09
C -2.6379 2.3173 11.1240 1.35 1.00 -0.04
C -1.3535 4.9576 13.3396 0.40 -0.12 1.29
H -2.2488 -1.1813 5.1411 -0.19 0.00 -0.38
H -2.9208 0.3096 4.3814 -0.19 -0.26 -0.09
H -3.9862 -0.8667 5.2709 0.07 0.18 -0.23
H -0.6701 -0.0248 6.2002 -0.15 -0.32 -0.13
H -0.1100 1.1838 8.3182 0.16 -0.38 0.00
H -4.3057 1.6998 9.0807 -0.08 0.34 -0.15
H -4.6880 0.3108 6.8970 -0.41 0.79 0.22
H -0.3109 3.6700 9.0714 0.34 0.56 0.26
H -0.0414 5.1419 11.2768 0.14 0.17 -0.49
H -2.9624 3.0842 13.1213 -0.16 -0.03 -0.01
H -3.3789 1.5329 11.1693 0.12 -0.05 0.24
H -2.1984 4.7390 13.9925 0.28 0.43 0.15
H -1.2036 6.0255 13.1806 -0.18 -0.17 -0.24
H -0.4462 4.5084 13.7434 0.02 0.36 0.56
C -7.9208 -0.4258 -0.0895 -0.28 -0.24 -0.87
N -6.9864 0.3262 -0.9526 0.63 0.01 0.07
C -7.3339 0.6712 -2.2219 0.67 0.94 0.61
C -6.4909 1.5120 -2.9226 1.02 0.53 -1.14
C -5.2861 2.0205 -2.4249 0.33 -0.45 1.58
C -4.9714 1.5738 -1.1180 -0.16 0.10 -0.20
C -5.8027 0.6937 -0.4283 0.31 0.71 -1.14
C -4.3609 3.0077 -3.1481 -0.93 -2.14 -1.89
C -3.7538 3.9776 -2.4047 -0.53 0.59 0.71
C -2.9426 4.9072 -3.0130 0.86 0.00 -1.08
N -2.5785 4.7257 -4.2820 -0.26 -1.22 -1.38
C -3.1884 3.7763 -5.0973 0.87 0.81 1.02
C -4.0979 2.8985 -4.5747 -0.41 0.85 1.90
C -1.3462 5.4613 -4.7463 -0.34 0.36 0.19
H -8.8591 0.0935 -0.2845 -0.32 -0.66 0.43
H -7.6400 -0.4085 0.9636 0.19 0.41 -0.30
H -7.9035 -1.4610 -0.4301 -0.45 0.01 -0.02
H -8.3034 0.4212 -2.6270 -0.06 -0.47 0.20
H -6.6672 1.8272 -3.9404 -0.86 -0.35 -0.13
H -4.1086 1.9201 -0.5683 0.28 -0.16 -0.20
H -5.5070 0.2844 0.5263 -0.24 0.12 0.12
H -3.9962 3.9920 -1.3523 0.21 0.47 0.10
H -2.4577 5.8186 -2.6960 -0.17 -0.25 1.35
H -2.8998 3.7334 -6.1371 0.33 0.11 -0.05
H -4.5698 2.2128 -5.2629 -0.07 -0.34 0.26
H -1.6310 6.3966 -5.2282 0.02 -0.30 -0.57
H -0.7540 4.7640 -5.3390 -0.04 0.36 -0.16
H -0.7952 5.7710 -3.8583 0.12 -0.37 -0.07
C -12.3320 5.3262 4.8704 -1.10 0.10 0.08
N -11.6670 4.0112 4.9816 1.72 1.12 -1.04
C -10.5616 3.8862 4.2481 -0.71 -1.26 0.69
C -9.8259 2.6676 4.3831 0.22 -1.45 0.63
C -10.2285 1.6854 5.3185 -0.56 -0.56 1.34
C -11.2735 1.9808 6.2161 1.23 -0.62 -1.40
C -12.0385 3.1249 5.9454 -0.42 0.34 -0.35
C -9.5070 0.3756 5.4959 0.61 -0.35 0.68
C -9.2323 -0.1309 6.8212 0.15 0.72 -1.49
C -8.4267 -1.2358 7.0060 -0.71 0.10 -1.15
N -7.9556 -1.9544 5.9140 -0.85 1.36 0.60
C -8.2383 -1.5130 4.6733 -0.91 0.71 0.03
C -9.0393 -0.3464 4.4135 1.04 -1.12 1.08
C -7.2402 -3.2203 6.2223 0.43 -0.56 -0.07
H -12.2039 5.7325 3.8671 0.08 -0.09 0.11
H -11.8602 5.9538 5.6265 -0.45 0.24 0.04
H -13.3920 5.1215 5.0202 -0.08 0.58 0.24
H -10.2730 4.6466 3.5376 -0.16 0.23 0.06
H -8.9239 2.4270 3.8400 0.19 0.51 -0.47
H -11.4973 1.2566 6.9854 -0.57 0.24 0.26
H -12.9964 3.3602 6.3851 -0.24 -0.11 0.51
H -9.6201 0.4341 7.6559 0.23 -0.28 0.37
H -8.2215 -1.5904 8.0053 0.18 -0.31 -0.05
H -7.8862 -2.0703 3.8178 0.16 -0.38 0.22
H -9.2612 -0.0794 3.3908 0.13 -0.06 -0.05
H -7.2558 -3.8985 5.3691 -0.24 0.12 0.06
H -7.6990 -3.6811 7.0971 -0.27 -0.05 -0.24
H -6.1990 -3.0510 6.4966 0.00 0.41 -0.16
C -6.4718 3.8962 9.1449 -0.11 0.28 -0.73
C -6.1365 4.8378 7.9217 1.60 -1.33 -0.08
C -4.7352 4.5221 7.1928 -0.97 0.87 0.19
C -4.5396 5.5787 6.0464 0.51 -0.94 0.14
N -3.0524 5.7845 5.5544 -0.29 0.65 0.11
C -2.2999 6.6799 6.5713 -0.65 -0.11 0.51
C -0.9959 5.9504 6.9693 -0.54 1.57 0.89
C -0.7077 5.0419 5.8219 -0.15 -0.26 -0.24
C -2.1100 4.5179 5.5085 -1.22 0.75 -0.54
C -3.0304 6.5343 4.1968 -0.66 -0.89 1.67
H -6.7299 2.8615 8.9192 0.03 -0.11 -0.72
H -7.3513 4.2533 9.6808 0.18 0.30 0.07
H -5.6619 3.7815 9.8652 0.16 0.57 -0.01
H -6.1658 5.8769 8.2498 0.03 -0.04 -0.02
H -6.7981 4.7125 7.0646 -0.76 0.05 0.37
H -4.7761 3.4891 6.8474 0.02 0.07 -0.35
H -3.9062 4.5669 7.8992 0.06 0.26 0.16
H -4.9913 6.4927 6.4320 0.96 0.55 0.01
H -5.1443 5.4112 5.1551 0.22 -0.69 -0.01
H -2.1643 7.6625 6.1195 0.43 -0.21 -0.20
H -3.0072 6.8840 7.3751 0.26 -0.26 0.25
H -0.2910 6.7373 7.2377 0.46 -0.18 -0.50
H -1.0598 5.3750 7.8928 -0.63 -0.03 -0.02
H -0.2540 5.5732 4.9852 -0.10 -0.08 -0.14
H -0.0105 4.2522 6.1021 -0.13 -0.14 -0.16
H -2.2378 4.0548 4.5300 -0.02 -0.08 0.16
H -2.5672 3.9205 6.2972 0.56 -0.39 -0.06
H -1.9560 6.5898 4.0212 -0.42 0.55 -0.78
H -3.5860 7.4602 4.3453 0.76 0.41 0.21
H -3.6547 6.0226 3.4643 0.72 -0.65 0.06
As -5.8218 2.6088 3.0844 1.49 -1.36 0.88
F -7.1477 1.5456 2.5770 0.24 0.64 0.06
F -6.9920 3.8654 3.4940 0.32 -0.66 -0.02
F -4.4932 3.6617 3.6003 -1.11 -0.83 -0.44
F -4.6743 1.2628 2.7609 -1.03 1.59 -0.39
F -5.7206 3.2902 1.4378 0.02 -0.73 1.12
F -5.9368 1.8429 4.7222 -0.28 1.23 -1.18
```
Forces are in eV/Å.

## Properties
* expectation value of S²: 0.774
* gap between HOMO and LUMO (spin up / spin down): 5.992 / 2.193 eV
* HOMO energy (spin up / spin down): -26.613 / -26.613 eV
* charge: +9
* spin multiplicity: 2

Here are the Mulliken charges for atoms 1 to 5, given in e:
1 C -1.5231
2 N 0.2150
3 C -0.1426
4 C -0.7022
5 C 0.9514

---

2 unconnected molecules or ions with the total composition C2H3N2O2, computed with ωB97M-V with the def2-TZVPD basis set.

XYZ file:
```
9
Properties=species:S:1:pos:R:3:forces:R:3
C -1.2889 0.1491 -1.7104 -0.34 0.97 -0.46
C 1.0158 -0.3693 1.7633 1.58 -1.60 -2.33
N 0.2461 0.4542 1.2297 -0.42 0.90 1.35
N -0.1270 -0.2979 -1.5156 1.76 -1.83 0.99
O -2.4671 0.2082 -1.5160 -1.74 -0.40 0.42
O -0.4539 0.9071 -2.4707 0.28 1.29 -1.25
H 0.9865 -0.6310 2.7949 -0.32 0.16 1.08
H 1.7938 -1.0438 1.1971 -1.15 1.25 0.56
H 0.2947 0.6235 0.2278 0.35 -0.74 -0.36
```
Forces are in eV/Å.

## Properties
* energy relative to the best compared isomer or geometry (same formula, charge and spin): 2.073 eV
* gap between HOMO and LUMO: 7.455 eV
* HOMO energy: -3.349 eV
* charge: -1

Here are the natural (NBO) charges for atoms 1 to 5, given in e:
1 C 0.7577
2 C -0.0638
3 N -0.6016
4 N -0.4646
5 O -0.7110

---

C5H4F2 in the gas phase, computed with ωB97M-V with the def2-TZVPD basis set.

XYZ file:
```
11
Properties=species:S:1:pos:R:3:forces:R:3
C 0.5723 -2.3525 -0.1145 0.88 0.71 0.13
C 0.6840 -1.1541 -0.0613 -0.33 -3.69 0.08
C -1.5469 1.0340 0.4001 1.55 -4.12 0.53
C -0.4296 1.0947 -0.2806 1.63 -2.02 2.19
C 0.8766 0.2165 0.0080 -1.46 4.37 -1.07
F 1.4743 0.6095 1.1575 -0.10 -0.17 0.46
F 1.7375 0.6338 -0.9884 0.24 -0.38 -0.09
H 0.8514 -3.3858 -0.1146 -0.60 0.03 -0.07
H -2.3836 1.5511 0.0959 -1.76 1.18 -0.14
H -1.6005 0.0315 0.9510 -0.53 1.94 0.07
H -0.2354 1.7212 -1.0531 0.48 2.16 -2.10
```
Forces are in eV/Å.

## Properties
* SMILES string: C#CC(F)(F)C=C
* energy relative to the best compared isomer or geometry (same formula, charge and spin): 2.421 eV
* gap between HOMO and LUMO: 11.506 eV
* HOMO energy: -10.538 eV

Here are the natural (NBO) charges for atoms 1 to 5, given in e:
1 C -0.1260
2 C -0.1147
3 C -0.3684
4 C -0.1908
5 C 0.5873

---

A molecular structure, C13H33BrN2O5P2Ta, computed with ωB97M-V with the def2-TZVPD basis set.

XYZ file:
```
57
Properties=species:S:1:pos:R:3:forces:R:3
C -1.9430 -2.5592 4.6636 0.37 0.46 -0.30
O -1.4750 -1.6374 3.7009 -0.02 -0.02 0.14
C -1.3466 -0.3373 4.3028 0.34 0.57 -0.64
Ta -0.8996 1.2757 2.7049 0.83 -1.19 0.99
C -2.9623 2.1693 3.2172 0.45 0.42 0.23
N -2.9831 3.6499 3.4327 -0.27 -0.38 0.24
C 1.1512 0.3166 2.4134 -0.18 0.61 -0.70
C 1.6147 -0.0166 0.9622 0.31 -0.13 0.91
C 2.4008 1.1350 0.3277 0.26 -0.53 -0.52
C 2.2707 1.3074 -1.1942 -0.35 0.81 -0.26
C 0.9071 0.9767 -1.7920 -0.28 -1.03 -0.07
C 0.8024 -0.5054 -2.2039 0.06 0.00 -0.36
C 0.9057 -0.7434 -3.7120 0.21 -0.84 0.13
C 1.2891 -2.1948 -3.9866 -0.40 0.65 0.07
O 2.0157 -2.2705 -5.2337 0.48 0.52 0.72
C 2.0944 -3.4887 -5.7575 2.53 0.94 -0.81
C 3.4329 -3.8776 -6.3402 -0.18 0.90 -0.05
O 1.2054 -4.2382 -5.8181 -3.22 -2.46 0.26
P -2.0930 -0.1927 0.9150 -0.39 -0.31 -0.51
N -2.5952 0.9903 -0.2710 -0.42 -0.46 0.49
O -3.5575 -0.8202 1.4969 -0.02 0.32 -0.17
P -0.4403 3.2320 1.0092 -0.06 -0.05 -0.61
O -1.8365 4.0770 0.6341 0.55 0.44 0.45
Br 0.9590 4.6470 2.1530 -0.31 0.10 -0.02
H -1.8046 -3.5779 4.3133 -0.09 -0.10 -0.28
H -2.9944 -2.3512 4.8561 -0.23 -0.18 0.27
H -1.3545 -2.4360 5.5758 -0.10 -0.08 0.29
H -2.2204 -0.0980 4.9137 -0.15 -0.07 0.01
H -0.4765 -0.3780 4.9751 0.01 0.14 0.14
H -0.1798 2.3052 4.0773 -0.70 -0.11 0.04
H -3.3192 1.7130 4.1428 -0.03 -0.23 0.04
H -3.7209 1.9001 2.4768 -0.06 0.00 -0.17
H -3.5238 4.0794 2.6985 0.22 0.22 -0.13
H -2.0450 4.0234 3.4046 -0.01 0.13 -0.12
H 1.2278 -0.5642 3.0490 -0.23 -0.21 0.09
H 1.8876 1.0182 2.8234 0.03 0.11 0.16
H 2.3099 -0.8537 1.0503 -0.02 -0.29 -0.23
H 0.7844 -0.3860 0.3656 -0.11 0.18 -0.14
H 3.4536 0.9409 0.5281 0.21 0.09 0.15
H 2.2082 2.0831 0.8140 -0.43 0.19 0.11
H 3.0325 0.7671 -1.7547 0.17 -0.29 0.07
H 2.4646 2.3574 -1.4127 0.15 0.18 0.03
H 0.6841 1.5645 -2.6795 0.12 0.32 -0.06
H 0.1043 1.1647 -1.0924 -0.08 0.38 0.25
H -0.1227 -0.9603 -1.8550 -0.19 0.05 0.16
H 1.5950 -1.0835 -1.7334 0.19 0.04 0.23
H -0.0641 -0.6139 -4.1794 -0.13 0.54 -0.21
H 1.6413 -0.1089 -4.2007 0.07 0.25 0.09
H 0.3873 -2.7898 -4.0158 -0.09 -0.38 -0.23
H 1.9261 -2.5889 -3.1985 0.26 -0.03 0.02
H 3.9264 -4.5457 -5.6449 0.18 -0.02 0.16
H 3.2363 -4.4130 -7.2553 0.06 -0.20 -0.26
H 4.0262 -2.9912 -6.5343 0.32 -0.04 0.03
H -3.3548 1.5595 0.0991 0.22 0.32 -0.03
H -2.9487 0.5380 -1.1086 0.21 0.09 -0.08
H -4.1133 -1.0342 0.7359 0.15 -0.15 0.17
H -1.5697 4.8652 0.1415 -0.19 -0.20 -0.16
```
Forces are in eV/Å.

## Properties
* gap between HOMO and LUMO: 5.871 eV
* HOMO energy: -3.886 eV
* charge: -1

Here are the Mulliken charges for atoms 1 to 5, given in e:
1 C -0.8478
2 O -0.1385
3 C -1.1341
4 Ta 0.1567
5 C -0.7193

---

2 unconnected molecules or ions with the total composition ClH3NOP, computed with ωB97M-V with the def2-TZVPD basis set.

XYZ file:
```
7
Properties=species:S:1:pos:R:3:forces:R:3
N -1.8294 0.6726 0.2795 1.90 -2.19 1.07
O -0.1580 -1.1638 0.0673 3.01 -0.79 0.33
P -1.5800 -0.9843 0.0519 -2.80 1.42 -0.31
Cl 4.1239 -0.5920 -0.1270 -0.90 0.31 -0.48
H -2.5356 1.1383 -0.1841 -1.72 1.34 -0.70
H -1.0111 1.1758 0.6128 -0.34 0.25 -0.41
H 2.9903 -0.2465 -0.7004 0.86 -0.34 0.51
```
Forces are in eV/Å.

## Properties
* SMILES string: NP=O.Cl
* energy relative to the best compared isomer or geometry (same formula, charge and spin): 0.755 eV
* gap between HOMO and LUMO: 10.428 eV
* HOMO energy: -10.308 eV

Here are the natural (NBO) charges for atoms 1 to 5, given in e:
1 N -1.1952
2 O -1.0455
3 P 1.4347
4 Cl -0.2835
5 H 0.3960

---

Maximum force in eV/A, matching the order above: 1.7, 3.0, 3.2, 4.7, 4.1, 3.2